i.
16
Properties=species:S:1:pos:R:3:mulliken_charge:R:1 method="wB97M-V/def2-TZVPD" smiles=CC.CC multiplicity=1
C 1.302 -0.460 2.319 -0.9280
C 0.074 -0.964 1.541 -0.5229
H 1.641 -1.210 3.032 0.3013
H 2.108 -0.172 1.641 0.2939
H 1.010 0.387 2.941 0.2671
H -0.338 -0.167 0.916 -0.0148
H -0.647 -1.329 2.259 0.3342
H 0.355 -1.740 0.816 0.2591
C -0.502 1.376 -1.590 -0.8480
C -0.903 0.058 -2.258 -0.7463
H -0.477 2.182 -2.316 0.3466
H -1.225 1.600 -0.809 0.2434
H 0.502 1.317 -1.175 0.2381
H -1.222 -0.650 -1.494 0.2294
H -0.041 -0.374 -2.789 0.2449
H -1.673 0.234 -2.997 0.3020


ii.
16
Properties=species:S:1:pos:R:3:mulliken_charge:R:1 method="wB97M-V/def2-TZVPD" smiles=CC.CC multiplicity=1
C 2.357 0.196 -1.503 -0.8115
C 2.305 0.425 0.011 -0.5394
H 3.057 -0.534 -1.896 0.2962
H 1.374 -0.165 -1.813 0.2304
H 2.569 1.071 -2.112 0.2665
H 1.284 0.456 0.371 -0.0315
H 2.752 1.386 0.278 0.2741
H 2.953 -0.291 0.513 0.2621
C -1.800 -0.670 1.180 -0.2361
C -2.888 0.055 0.420 -0.8370
H -1.994 -0.640 2.250 0.2890
H -1.705 -1.722 0.882 0.2698
H -0.818 -0.299 0.899 -0.2499
H -2.563 0.233 -0.613 0.2604
H -3.790 -0.546 0.310 0.2778
H -3.093 1.045 0.822 0.2790


iii.
16
Properties=species:S:1:pos:R:3:mulliken_charge:R:1 method="wB97M-V/def2-TZVPD" smiles=CC.CC multiplicity=1
C 1.654 -0.250 -1.797 -0.8194
C 1.765 -1.220 -0.610 -0.7866
H 2.177 0.706 -1.733 0.2846
H 2.064 -0.762 -2.670 0.3097
H 0.606 -0.064 -2.025 0.2162
H 2.352 -0.797 0.201 0.2528
H 2.075 -2.215 -0.920 0.3334
H 0.757 -1.429 -0.245 0.2149
C -1.484 0.716 0.505 -0.7359
C -1.920 0.716 1.963 -0.8680
H -1.842 -0.047 -0.174 0.3416
H -1.681 1.724 0.107 0.3185
H -0.391 0.785 0.373 0.1189
H -2.929 0.340 2.055 0.2651
H -1.873 1.722 2.357 0.2738
H -1.330 0.075 2.611 0.2806


iv.
16
Properties=species:S:1:pos:R:3:mulliken_charge:R:1 method="wB97M-V/def2-TZVPD" smiles=CC.CC multiplicity=1
C 0.131 -1.598 0.249 -0.9441
C 0.564 -3.072 0.074 -1.0167
H 0.513 -1.195 1.129 0.3537
H 0.347 -0.997 -0.492 0.3533
H -0.946 -1.386 0.299 0.3118
H 0.523 -3.446 -0.942 0.3119
H 0.104 -3.709 0.785 0.3287
H 1.521 -3.147 0.554 0.2932
C 0.207 2.547 -0.725 -0.7453
C -0.996 2.143 0.179 -0.8292
H 0.777 1.638 -1.099 0.1967
H 0.015 3.242 -1.506 0.3093
H 0.957 3.053 -0.110 0.2464
H -1.523 1.228 0.029 0.2818
H -0.587 1.729 1.153 0.2319
H -1.607 2.971 0.421 0.3166


Most stable structure - i; separation to the second - 0.222 eV.


i.
16
Properties=species:S:1:pos:R:3:mulliken_charge:R:1 method="wB97M-V/def2-TZVPD" smiles=CC.CC multiplicity=1
C -0.455 -1.415 1.690 -0.7189
C 0.026 -0.042 2.187 -0.7148
H -1.463 -1.618 2.045 0.2934
H -0.530 -1.517 0.610 0.1674
H 0.231 -2.201 2.017 0.2524
H -0.798 0.519 2.629 0.2545
H 0.739 -0.183 3.005 0.3050
H 0.482 0.582 1.412 0.1540
C 0.222 1.442 -1.694 -0.8236
C 0.177 0.008 -2.158 -0.7618
H -0.243 2.130 -2.422 0.3096
H -0.301 1.587 -0.758 0.2384
H 1.236 1.826 -1.577 0.2653
H 0.658 -0.666 -1.443 0.1979
H 0.705 -0.112 -3.104 0.3134
H -0.838 -0.363 -2.245 0.2678


ii.
16
Properties=species:S:1:pos:R:3:mulliken_charge:R:1 method="wB97M-V/def2-TZVPD" smiles=CC.CC multiplicity=1
C 0.579 1.428 -1.555 -0.8214
C 0.935 1.774 -0.112 -0.5265
H -0.522 1.695 -1.776 0.2328
H 1.352 1.952 -2.219 0.2920
H 0.828 0.331 -1.692 0.2474
H 1.243 0.718 0.217 0.0712
H 0.066 1.990 0.543 0.2141
H 1.706 2.552 0.034 0.2987
C -0.232 -1.853 1.282 -0.8605
C -1.270 -1.314 0.281 -0.7170
H 0.736 -2.335 0.875 0.2399
H 0.077 -1.065 2.011 0.2509
H -0.708 -2.603 1.856 0.3554
H -1.833 -0.499 0.703 0.2999
H -2.138 -1.975 0.021 0.3181
H -0.818 -0.795 -0.468 0.1050


iii.
16
Properties=species:S:1:pos:R:3:mulliken_charge:R:1 method="wB97M-V/def2-TZVPD" smiles=CC.CC multiplicity=1
C 0.554 -0.485 -2.559 -0.8642
C -0.370 0.527 -1.929 -0.4890
H 0.010 -1.204 -3.157 0.2678
H 1.328 -0.081 -3.215 0.2756
H 1.120 -1.089 -1.845 0.2941
H -1.335 0.615 -2.422 0.3312
H -0.582 0.395 -0.875 -0.0919
H 0.034 1.541 -1.918 0.2859
C 0.646 0.006 2.384 -0.7987
C -0.853 -0.045 2.113 -0.8436
H 0.873 0.357 3.389 0.3070
H 1.149 -0.948 2.211 0.2500
H 1.173 0.709 1.731 0.2611
H -1.451 -0.123 3.021 0.3300
H -1.193 0.775 1.495 0.2194
H -1.102 -0.951 1.575 0.2654


iv.
16
Properties=species:S:1:pos:R:3:mulliken_charge:R:1 method="wB97M-V/def2-TZVPD" smiles=CC.CC multiplicity=1
C 0.675 1.835 -0.486 -0.9795
C 0.000 2.218 0.806 -0.7139
H 0.093 1.501 -1.250 0.3460
H 1.360 2.639 -0.702 0.3349
H 1.431 0.998 -0.384 0.2476
H 0.749 2.149 1.618 0.2296
H -0.737 1.526 1.162 0.2974
H -0.395 3.304 0.673 0.2353
C -0.028 -2.347 0.527 -0.8685
C -0.757 -1.667 -0.766 -0.5088
H -0.083 -3.471 0.392 0.2797
H 0.978 -2.210 0.325 0.2910
H -0.450 -1.996 1.429 0.3112
H -1.934 -1.792 -0.906 0.2597
H -0.352 -2.054 -1.672 0.3342
H -0.549 -0.632 -0.767 -0.0960


Most stable structure - i; separation to the second - 0.148 eV.


i.
16
Properties=species:S:1:pos:R:3:mulliken_charge:R:1 method="wB97M-V/def2-TZVPD" smiles=CC.CC multiplicity=1
C -2.828 -0.526 -1.150 -0.9706
C -1.567 0.228 -0.749 -0.6156
H -3.676 0.113 -0.937 0.2718
H -2.873 -0.718 -2.232 0.2909
H -2.967 -1.532 -0.755 0.3116
H -0.668 -0.373 -0.635 0.1271
H -1.357 0.998 -1.480 0.2972
H -1.757 0.613 0.256 0.2734
C 2.371 -0.227 1.639 -0.7877
C 2.013 0.514 0.362 -0.7704
H 2.862 -1.171 1.415 0.2677
H 3.106 0.389 2.164 0.2565
H 1.510 -0.371 2.281 0.2831
H 1.531 1.490 0.407 0.3198
H 1.396 -0.071 -0.328 0.1293
H 2.905 0.644 -0.259 0.3159


ii.
16
Properties=species:S:1:pos:R:3:mulliken_charge:R:1 method="wB97M-V/def2-TZVPD" smiles=CC.CC multiplicity=1
C -2.219 -1.017 -0.858 -0.7932
C -0.872 -1.303 -1.501 -0.8007
H -2.244 -0.059 -0.338 0.2440
H -3.077 -1.058 -1.536 0.3086
H -2.446 -1.780 -0.104 0.2437
H -0.891 -1.935 -2.383 0.3344
H -0.227 -1.863 -0.810 0.2473
H -0.303 -0.407 -1.746 0.2285
C 0.801 0.996 1.263 -0.6175
C 2.293 1.309 1.095 -0.9400
H 0.321 0.963 0.291 0.0918
H 0.696 0.099 1.859 0.2850
H 0.333 1.822 1.799 0.3057
H 2.791 0.578 0.453 0.2869
H 2.459 2.283 0.628 0.2855
H 2.804 1.306 2.058 0.2899


iii.
16
Properties=species:S:1:pos:R:3:mulliken_charge:R:1 method="wB97M-V/def2-TZVPD" smiles=CC.CC multiplicity=1
C -1.015 -2.115 -1.490 -0.8731
C -0.584 -2.136 -0.071 -0.6617
H -1.283 -1.149 -1.739 0.3006
H -0.325 -2.476 -2.263 0.3089
H -1.903 -2.853 -1.556 0.2269
H 0.048 -1.327 0.129 0.0980
H -1.565 -1.934 0.447 0.2246
H -0.150 -3.025 0.117 0.3743
C 0.125 1.866 1.016 -0.4311
C 1.596 2.266 0.516 -0.8780
H -0.208 0.910 0.820 0.0229
H 0.256 1.822 2.210 0.2092
H -0.670 2.656 0.520 0.1997
H 1.604 3.325 0.148 0.2573
H 2.174 2.476 1.440 0.2584
H 1.899 1.694 -0.245 0.3633


iv.
16
Properties=species:S:1:pos:R:3:mulliken_charge:R:1 method="wB97M-V/def2-TZVPD" smiles=CC.CC multiplicity=1
C 0.078 2.260 2.192 -0.7275
C -0.507 1.486 0.969 -0.8297
H 0.411 3.260 1.782 0.2479
H -0.824 2.288 2.898 0.2181
H 0.841 1.621 2.588 0.2741
H -1.483 2.015 0.632 0.2806
H -0.683 0.438 1.087 0.3297
H 0.228 1.489 0.102 0.1997
C 0.813 -1.623 -1.153 -0.5110
C -0.409 -2.086 -1.891 -0.9073
H 0.953 -2.215 -0.211 0.2554
H 1.856 -1.789 -1.541 0.3161
H 0.670 -0.612 -0.682 -0.0388
H -0.176 -3.071 -2.431 0.2521
H -0.463 -1.381 -2.797 0.2200
H -1.306 -2.082 -1.546 0.4206


Most stable structure - ii; separation to the second - 0.130 eV.


i.
12
Properties=species:S:1:pos:R:3:mulliken_charge:R:1 method="wB97M-V/def2-TZVPD" smiles="NN1N=CS[C@@H]1S" multiplicity=1
C -0.614 -1.921 0.269 -0.0735
C -0.927 0.580 0.287 -0.2134
N 0.497 -1.384 0.426 -0.5706
N 0.408 -0.006 0.609 0.2797
N 1.537 0.858 0.125 -0.6167
S -2.009 -0.853 0.295 -0.1192
S -1.036 1.336 -1.609 -0.2154
H -0.749 -2.938 0.174 0.4523
H -1.335 1.346 1.049 0.3515
H 1.692 0.699 -0.863 0.2793
H 2.336 0.387 0.636 0.2911
H 0.200 1.896 -1.399 0.1549


ii.
12
Properties=species:S:1:pos:R:3:mulliken_charge:R:1 method="wB97M-V/def2-TZVPD" multiplicity=1
C -0.058 -0.080 -0.106 0.3377
C -1.549 0.141 -0.046 0.4750
H 2.406 -0.292 0.556 0.2278
H 2.582 1.347 0.080 0.2555
H 1.291 -1.647 -0.336 0.2572
H -0.263 -2.137 -0.016 0.1626
H -3.210 1.884 -0.124 0.1435
N 2.120 0.489 -0.079 -0.6483
N 0.783 0.871 0.014 -0.2145
N 0.329 -1.385 0.045 -0.4677
S -1.866 1.856 0.009 -0.1824
S -2.565 -1.048 0.004 -0.3463


Most stable structure - ii; separation to the second - 1.326 eV.


i.
12
Properties=species:S:1:pos:R:3:mulliken_charge:R:1 method="wB97M-V/def2-TZVPD" smiles="C=NSC(=S)NN" multiplicity=1
C -1.592 -0.392 0.026 0.2907
C 2.284 -1.023 -0.286 -0.2411
H 0.282 1.483 -0.249 0.3976
H -0.281 1.558 1.263 0.2921
H -2.417 1.327 -0.472 0.2113
H 2.531 -2.019 0.101 0.2011
H 3.222 -0.532 -0.577 0.2398
N -0.542 1.766 0.283 -0.7529
N -1.541 0.906 -0.155 0.0132
N 1.168 -0.433 -0.264 -0.3261
S -2.982 -1.271 -0.117 -0.3641
S -0.131 -1.371 0.448 0.0384


ii.
12
Properties=species:S:1:pos:R:3:mulliken_charge:R:1 method="wB97M-V/def2-TZVPD" multiplicity=1
C -0.714 -0.237 0.071 0.1165
C 1.706 -0.847 0.382 0.1604
H 0.198 2.032 -1.512 0.1657
H -1.373 1.550 0.726 0.3711
H 0.204 -1.745 -0.813 0.2859
H 1.776 -0.499 1.572 0.3108
H 2.467 -1.833 -1.142 0.2477
N -0.454 0.938 0.754 -0.3537
N 0.404 -0.851 -0.161 -0.2542
N 2.701 -1.469 -0.054 -0.5525
S 0.649 1.814 -0.225 -0.2097
S -2.386 -0.772 -0.107 -0.2880


iii.
12
Properties=species:S:1:pos:R:3:mulliken_charge:R:1 method="wB97M-V/def2-TZVPD" smiles="N/N=C/N(S)C=S" multiplicity=1
C 0.279 0.792 -0.456 -0.0186
C 0.361 -1.076 1.120 0.0080
H -0.283 2.789 -2.698 0.2667
H 1.046 2.775 -1.702 0.2525
H 1.257 1.087 -0.059 0.2211
H -2.537 -0.249 0.075 0.1539
H -0.279 -1.858 1.542 0.3040
N 0.045 2.700 -1.713 -0.5684
N -0.422 1.434 -1.302 -0.1396
N -0.262 -0.431 0.076 -0.0605
S -1.736 -1.054 -0.595 -0.0921
S 1.825 -0.744 1.810 -0.3269


iv.
12
Properties=species:S:1:pos:R:3:mulliken_charge:R:1 method="wB97M-V/def2-TZVPD" multiplicity=1
C 1.402 -0.909 0.506 -0.1784
C -1.033 0.120 0.855 0.1205
H 2.430 1.502 -0.978 0.2737
H 1.055 0.598 -1.537 0.2406
H 1.674 -1.718 1.171 0.4062
H -0.286 0.545 1.485 0.4351
H -2.797 -0.567 -1.414 0.0905
N 1.551 0.961 -0.664 -0.3955
N 2.077 0.068 0.327 -0.2400
N -2.259 0.447 0.880 -0.3922
S -0.329 -0.989 -0.390 -0.2625
S -3.487 -0.059 -0.241 -0.0980


Most stable structure - iii; separation to the second - 0.106 eV.


i.
15
Properties=species:S:1:pos:R:3:mulliken_charge:R:1 method="wB97M-V/def2-TZVPD" multiplicity=1
C 1.024 2.637 -0.151 -1.0831
C 0.332 1.305 -0.015 0.7196
C 0.592 0.427 1.048 -0.7363
C 0.092 -0.830 0.582 0.2199
C -0.421 0.804 -0.886 -0.4876
H 1.136 3.285 -1.028 0.3448
H 2.231 2.566 0.462 0.1842
H 0.079 3.325 0.445 0.1895
H 1.411 0.379 1.751 0.3283
H 0.529 -3.012 0.445 0.3706
H -2.353 -1.332 -1.036 0.3789
H -1.110 1.354 -1.635 0.2839
N -0.836 -0.462 -0.379 0.2641
O 0.627 -2.062 0.984 -0.5305
O -1.350 -1.612 -1.011 -0.4464


ii.
15
Properties=species:S:1:pos:R:3:mulliken_charge:R:1 method="wB97M-V/def2-TZVPD" multiplicity=1
C -0.149 -1.343 -0.647 0.3638
C 0.279 0.017 -0.208 0.7063
C 0.107 2.121 0.253 -0.4181
C 0.174 1.593 1.691 -0.4967
C 0.127 -0.078 1.331 -0.6874
H 0.139 -0.379 -2.338 0.4470
H 0.772 3.021 0.349 0.2687
H -0.782 2.776 0.427 0.2157
H -0.885 1.809 2.389 0.2298
H 1.138 1.909 2.356 0.3004
H 0.896 -0.436 1.972 0.3052
H -0.747 -0.718 1.732 0.3467
N 0.164 1.126 -0.844 -0.5430
O -0.458 -1.424 -1.993 -0.5637
O -0.156 -2.292 0.055 -0.4749


Most stable structure - ii; separation to the second - 2.272 eV.